Entry i
DFT (ωB97M-V/def2-TZVPD) results for one molecule with the formula C2H6FN3.

Summary:
gap between HOMO and LUMO	0.368	Eh
2S+1	1
LUMO level	0.9	eV

Last column: Mulliken charge in e.
Element x y z (Å)
F1 -0.01 -1.61 1.19  -0.294
N1 -1.86 0.41 -0.75  -0.658
N2 0.50 0.51 -0.70  -0.169
N3 1.72 0.05 -0.13  -0.492
C1 -0.76 0.16 -0.15  0.453
C2 -0.73 -0.37 1.23  -0.163
H1 -1.69 0.87 -1.65  0.202
H2 2.48 0.59 -0.47  0.240
H3 -1.74 -0.56 1.47  0.243
H4 1.94 -0.94 -0.29  0.202
H5 0.49 0.58 -1.75  0.219
H6 -0.34 0.32 2.00  0.216

---

Entry ii
DFT (ωB97M-V/def2-TZVPD) results for one molecule with the formula C2H6FN3.

Summary:
gap between HOMO and LUMO	0.376	Eh
2S+1	1
LUMO level	0.9	eV

Last column: Mulliken charge in e.
Element x y z (Å)
F1 -1.39 -1.37 -0.50  -0.301
N1 -1.12 1.42 -0.11  -0.663
N2 1.94 -0.51 -0.29  -0.675
N3 0.23 1.08 -0.09  -0.091
C1 0.71 -0.21 -0.07  0.490
C2 -0.21 -1.36 0.28  -0.166
H1 0.30 -2.30 0.12  0.249
H2 2.41 0.42 -0.36  0.208
H3 -0.49 -1.26 1.35  0.205
H4 -1.43 1.58 0.86  0.242
H5 0.78 1.74 -0.60  0.215
H6 -1.74 0.78 -0.60  0.286

---

Entry iii
DFT (ωB97M-V/def2-TZVPD) results for C2H6FN3 as an isolated structure.

Summary:
gap between HOMO and LUMO	0.332	Eh
2S+1	1
LUMO level	0.2	eV

Last column: Mulliken charge in e.
Element x y z (Å)
F1 -1.61 -0.95 -1.73  -0.345
N1 1.64 1.36 0.99  -0.572
N2 0.92 -0.87 -1.03  -0.703
N3 0.35 0.92 0.50  -0.156
C1 0.01 0.00 -0.45  0.483
C2 -1.50 -0.73 -0.15  -0.304
H1 -2.55 0.00 0.49  0.302
H2 2.01 0.52 1.33  0.245
H3 -1.24 -2.01 0.43  0.262
H4 0.41 -1.52 -1.59  0.269
H5 2.18 1.96 0.18  0.290
H6 -0.61 1.31 1.02  0.229

---

Ranked by calculated energy, most stable first: entry ii, entry i, entry iii.

---

Entry i
DFT (ωB97M-V/def2-TZVPD) results for a 10-piece molecular cluster, C30H80O10 overall.

Summary:
gap between HOMO and LUMO	0.372	Eh
2S+1	1
LUMO level	0.1	eV

Last column: Mulliken charge in e.
Element x y z (Å)
O1 -24.07 27.97 -17.34  -0.546
O2 -19.65 18.24 -10.12  -0.538
O3 -20.51 19.05 -20.34  -0.502
O4 -20.00 13.36 -24.52  -0.530
O5 -16.55 20.00 -23.24  -0.535
O6 -16.33 16.41 -13.72  -0.522
O7 -25.90 15.62 -23.83  -0.543
O8 -22.90 14.81 -19.78  -0.523
O9 -31.22 20.05 -15.78  -0.544
O10 -16.22 27.31 -20.96  -0.540
C1 -15.35 19.18 -23.31  0.452
C2 -22.56 20.01 -19.27  -1.254
C3 -24.07 26.97 -15.21  -1.071
C4 -23.36 14.12 -18.63  0.603
C5 -22.10 26.85 -16.70  -1.339
C6 -26.74 16.72 -23.64  0.444
C7 -14.84 18.87 -21.87  -1.309
C8 -20.34 20.35 -18.27  -1.174
C9 -16.36 25.31 -19.56  -1.197
C10 -17.90 12.54 -23.52  -1.169
C11 -15.72 26.68 -19.81  0.328
C12 -27.54 16.91 -24.94  -1.319
C13 -20.42 19.25 -10.69  0.462
C14 -23.51 12.69 -19.12  -1.419
C15 -16.13 16.71 -15.01  0.528
C16 -19.90 11.04 -23.69  -1.037
C17 -14.92 17.57 -15.11  -1.450
C18 -30.31 20.15 -16.91  0.446
C19 -14.19 26.57 -20.07  -1.281
C20 -21.26 18.67 -11.92  -1.142
C21 -14.24 20.13 -23.85  -1.153
C22 -21.04 20.17 -19.61  0.370
C23 -23.20 27.72 -16.28  0.411
C24 -22.38 14.23 -17.39  -1.183
C25 -30.05 21.62 -17.16  -1.262
C26 -21.30 19.73 -9.53  -1.262
C27 -16.02 15.49 -15.86  -1.267
C28 -29.07 19.37 -16.50  -1.140
C29 -27.79 16.49 -22.55  -1.189
C30 -19.16 12.21 -24.29  0.290
H1 -28.36 19.42 -17.33  0.298
H2 -20.61 19.46 -17.69  0.266
H3 -24.43 27.83 -14.64  0.287
H4 -15.66 18.39 -21.34  0.356
H5 -21.95 18.88 -9.32  0.308
H6 -23.40 14.49 -20.54  0.255
H7 -29.72 21.87 -18.17  0.358
H8 -29.29 21.96 -16.45  0.287
H9 -18.89 11.95 -25.31  0.285
H10 -13.59 19.44 -24.40  0.294
H11 -24.16 12.16 -18.41  0.343
H12 -15.76 27.35 -18.95  0.293
H13 -22.45 15.24 -16.99  0.291
H14 -19.18 10.26 -23.45  0.332
H15 -20.14 13.84 -23.70  0.318
H16 -23.02 20.85 -18.74  0.380
H17 -28.67 19.79 -15.57  0.319
H18 -15.09 15.03 -15.55  0.288
H19 -15.14 18.56 -14.71  0.355
H20 -27.23 16.09 -21.70  0.282
H21 -13.65 26.16 -19.21  0.365
H22 -15.47 18.19 -23.76  0.272
H23 -30.97 22.21 -17.15  0.337
H24 -15.78 15.66 -16.91  0.366
H25 -31.43 19.12 -15.78  0.319
H26 -19.25 20.35 -18.35  0.315
H27 -23.98 12.61 -20.10  0.444
H28 -22.62 13.54 -16.57  0.336
H29 -20.64 18.19 -12.67  0.321
H30 -21.34 14.11 -17.70  0.337
H31 -17.30 13.21 -24.14  0.296
H32 -19.77 20.08 -10.96  0.227
H33 -23.00 20.08 -20.27  0.304
H34 -15.99 26.72 -21.68  0.354
H35 -22.44 26.02 -17.31  0.318
H36 -20.70 19.83 -8.63  0.320
H37 -22.78 28.66 -15.92  0.315
H38 -13.95 17.18 -14.82  0.421
H39 -27.97 15.94 -25.18  0.351
H40 -14.01 18.17 -21.82  0.339
H41 -30.77 19.81 -17.84  0.208
H42 -15.46 16.28 -13.33  0.351
H43 -28.39 17.32 -22.17  0.374
H44 -20.83 21.03 -20.25  0.284
H45 -24.16 27.16 -17.86  0.325
H46 -21.96 20.57 -9.76  0.360
H47 -26.90 17.20 -25.78  0.402
H48 -22.60 12.09 -19.12  0.302
H49 -25.41 15.81 -24.63  0.342
H50 -19.11 17.81 -10.79  0.296
H51 -16.16 24.92 -18.57  0.365
H52 -29.29 18.32 -16.36  0.374
H53 -21.07 18.29 -20.19  0.292
H54 -14.66 20.89 -24.51  0.335
H55 -17.26 19.44 -22.91  0.301
H56 -26.19 17.65 -23.50  0.202
H57 -28.39 15.63 -22.84  0.325
H58 -20.37 11.49 -22.81  0.228
H59 -21.39 27.36 -17.36  0.361
H60 -16.16 24.44 -20.19  0.305
H61 -20.73 21.21 -17.73  0.350
H62 -17.26 11.67 -23.45  0.347
H63 -18.26 12.96 -22.58  0.348
H64 -23.52 26.29 -14.56  0.329
H65 -14.77 17.89 -16.14  0.386
H66 -20.62 10.65 -24.40  0.294
H67 -17.41 25.52 -19.75  0.328
H68 -14.55 19.79 -21.37  0.333
H69 -28.29 17.69 -24.82  0.331
H70 -16.70 14.67 -15.60  0.329
H71 -13.96 25.87 -20.87  0.351
H72 -24.34 14.58 -18.49  0.212
H73 -16.91 17.38 -15.37  0.216
H74 -22.66 19.10 -18.68  0.369
H75 -24.88 26.40 -15.66  0.283
H76 -21.57 26.42 -15.85  0.328
H77 -13.57 20.54 -23.10  0.317
H78 -13.73 27.50 -20.40  0.330
H79 -21.91 19.38 -12.44  0.333
H80 -21.87 17.84 -11.57  0.314

---

Entry ii
DFT (ωB97M-V/def2-TZVPD) results for a 10-piece molecular cluster, C30H80O10 overall.

Summary:
gap between HOMO and LUMO	0.376	Eh
2S+1	1
LUMO level	0.5	eV

Last column: Mulliken charge in e.
Element x y z (Å)
O1 0.98 -3.39 -1.72  -0.259
O2 -0.42 2.62 5.50  -0.521
O3 2.31 1.83 6.19  -0.576
O4 -3.66 -4.50 3.19  -0.573
O5 0.72 0.84 -6.05  -0.540
O6 3.39 -2.20 -2.84  -0.614
O7 5.07 -1.44 -0.70  -0.634
O8 -1.09 -1.25 -0.24  0.744
O9 -2.84 5.57 -0.15  -0.569
O10 -3.49 -1.13 -2.05  -0.677
C1 -0.73 0.76 -4.06  -0.867
C2 -2.98 -3.69 0.95  -0.391
C3 -4.91 0.77 -2.43  -1.773
C4 -3.72 0.22 -1.64  2.248
C5 -4.10 -3.83 2.00  0.277
C6 0.00 -5.46 -1.27  -1.162
C7 -2.87 4.27 -0.75  0.515
C8 3.70 3.71 5.63  -1.365
C9 0.13 -0.65 0.14  2.130
C10 4.47 -1.05 -4.67  -1.539
C11 0.01 1.62 -5.11  0.254
C12 -1.42 2.07 4.64  0.439
C13 2.75 2.14 3.83  -0.927
C14 -1.60 3.54 -0.32  0.103
C15 3.31 2.30 5.25  0.381
C16 -3.83 0.30 -0.11  -0.476
C17 -3.00 4.43 -2.26  -1.177
C18 4.16 -1.17 0.36  2.541
C19 2.27 -4.92 -0.33  -1.279
C20 -0.97 0.68 4.26  -0.817
C21 4.12 0.32 0.68  -0.888
C22 1.33 -4.75 -1.54  0.627
C23 2.58 0.01 -3.26  -0.398
C24 4.48 -2.04 1.57  -1.519
C25 3.15 -1.24 -3.89  0.494
C26 -4.67 -2.51 2.42  -1.151
C27 -0.01 0.86 0.24  0.136
C28 -1.01 2.58 -5.73  -1.242
C29 -1.71 2.94 3.42  -0.862
C30 0.70 -1.36 1.36  -0.771
H1 -0.76 3.39 5.97  0.263
H2 1.43 2.08 5.87  0.333
H3 3.65 -1.93 2.27  0.290
H4 3.09 -4.20 -0.43  0.127
H5 -3.71 3.70 -0.35  0.067
H6 3.57 0.52 1.60  -0.170
H7 2.50 -1.73 -4.61  0.400
H8 -0.53 -5.49 -2.23  0.367
H9 -1.64 3.05 -4.98  0.172
H10 3.16 -1.44 0.01  -1.097
H11 2.86 4.40 5.54  0.251
H12 0.77 2.15 -4.53  0.339
H13 -4.94 -1.80 1.64  0.183
H14 0.95 -2.37 1.03  0.157
H15 -4.75 -0.17 0.22  0.298
H16 3.58 0.77 -0.16  -0.030
H17 -2.19 4.99 -2.71  0.354
H18 1.77 -4.76 0.63  0.251
H19 0.17 -6.49 -0.95  0.441
H20 -2.58 2.58 2.86  0.330
H21 2.62 -5.95 -0.30  0.504
H22 -3.73 1.35 0.17  -0.027
H23 -0.96 -0.01 5.10  0.476
H24 -4.95 -4.41 1.61  0.272
H25 2.59 0.79 -4.04  0.360
H26 -2.33 2.05 5.26  0.304
H27 -1.74 0.21 3.63  0.254
H28 -0.66 3.88 -0.74  0.576
H29 5.44 -1.84 2.04  0.413
H30 -1.77 0.49 -4.30  0.504
H31 -3.02 -0.33 0.29  -0.160
H32 1.00 1.28 0.23  0.389
H33 4.01 3.77 6.67  0.360
H34 1.85 -5.19 -2.39  0.370
H35 4.51 -3.09 1.26  0.384
H36 -3.51 -5.41 2.91  0.339
H37 -2.66 -1.39 -1.62  0.274
H38 0.82 -0.80 -0.72  -1.303
H39 -0.23 -0.22 -3.96  0.314
H40 3.59 2.26 3.15  0.466
H41 -0.07 0.57 3.66  -0.160
H42 4.06 1.53 5.49  0.336
H43 0.04 0.26 -6.44  0.370
H44 -0.65 1.14 -3.04  -0.064
H45 -0.88 2.86 2.71  -0.141
H46 1.53 -0.02 -2.96  -0.483
H47 -3.61 6.05 -0.47  0.356
H48 -3.41 -3.20 0.08  0.185
H49 4.61 -1.91 -5.31  0.379
H50 -3.14 3.43 -2.70  0.033
H51 -5.34 1.66 -1.97  0.309
H52 -2.66 -4.71 0.74  0.352
H53 -0.55 1.24 1.11  0.091
H54 -3.96 4.93 -2.46  0.461
H55 2.29 1.16 3.73  0.116
H56 1.74 -2.88 -2.04  0.104
H57 5.32 -0.95 -3.99  0.292
H58 -5.73 0.06 -2.54  0.454
H59 -2.23 -3.02 1.36  -0.042
H60 -1.53 3.69 0.76  0.099
H61 1.63 -0.93 1.75  -0.355
H62 1.94 2.83 3.58  0.226
H63 6.00 -1.47 -0.46  0.328
H64 -1.72 2.47 -0.52  -0.727
H65 -1.64 2.06 -6.45  0.389
H66 -0.61 -4.88 -0.59  -0.027
H67 4.58 4.11 5.11  0.368
H68 4.42 -0.14 -5.27  0.379
H69 -4.50 0.98 -3.41  0.388
H70 -0.58 1.30 -0.58  -1.219
H71 3.94 -1.81 -2.14  0.143
H72 -3.92 -1.94 2.98  0.231
H73 -2.78 0.75 -1.88  -0.984
H74 5.13 0.72 0.84  0.577
H75 -0.05 -1.33 2.15  0.399
H76 -1.92 3.96 3.71  0.476
H77 -0.93 -2.20 -0.26  -0.410
H78 -5.56 -2.67 3.04  0.379
H79 3.24 0.40 -2.48  0.310
H80 -0.42 3.34 -6.25  0.364

---

Ranked by calculated energy, most stable first: entry ii, entry i.